i) Molecular formula: C6H32N12O10
Method: DFT, wB97M-V/def2-TZVPD

Values from the calculation:
SMILES = NC(N)=O.NC(N)=O.NC(N)=O.NC(N)=O.NC(N)=O.NC(N)=O.O.O.O.O
Charge = 0
E_HOMO = -9.49 eV
Gap between HOMO and LUMO = 9.436 eV

Element x y z (Å)
N -1.933 -4.917 -7.630
H 1.463 -0.686 5.144
N 0.069 -1.734 -1.586
O 5.690 -3.587 1.910
H 4.564 7.954 2.072
H -2.069 4.598 1.912
H -0.378 2.065 4.989
H 6.474 -0.656 -0.943
N 1.977 0.135 5.430
N 0.179 1.226 5.058
H -1.787 -5.716 -4.834
C 1.392 1.282 5.383
C -4.145 -1.964 3.347
H 3.797 4.592 1.512
O 1.204 -1.560 0.314
H -0.325 -1.144 -2.305
N -0.064 0.121 -0.471
N -4.158 -1.429 2.156
H 4.998 -0.479 -1.229
N 4.019 5.557 1.712
C -1.399 -5.478 -6.600
H -6.135 -2.415 3.065
C 0.430 -1.083 -0.541
H -3.276 -1.212 1.715
H -2.805 -0.058 -5.711
C -2.417 4.634 0.033
O 1.872 2.338 5.599
H 2.987 0.173 5.416
O 5.844 -0.041 -1.318
H 4.735 -3.536 1.953
O 2.693 6.405 0.103
H 0.192 0.679 0.331
H -5.031 -1.277 1.672
N -1.575 4.493 1.037
N -1.799 5.006 -1.114
O -0.359 -6.113 -6.584
H 3.509 8.558 0.904
H 0.210 -7.034 -1.078
N -2.235 -5.335 -5.655
O -2.608 -0.398 -4.839
H -0.303 0.341 5.130
H -3.459 -0.651 -4.481
H -0.681 4.947 0.921
H -2.875 -4.554 -7.591
O -3.586 4.225 0.020
H -2.346 5.059 -1.962
N 3.914 7.737 1.330
H -2.615 -4.400 -5.673
H 0.254 -2.723 -1.674
O -0.028 -7.095 -2.003
H -0.799 5.110 -1.020
C 3.502 6.537 0.992
H 0.594 -7.724 -2.370
H 5.977 -3.470 2.816
N -5.400 -2.208 3.726
O -3.144 -2.133 4.090
H -5.518 -2.508 4.683
H -0.629 0.459 -1.237
H 4.709 5.790 2.411
H -1.366 -4.703 -8.438

***

ii) Molecular formula: C6H32N12O10
Method: DFT, wB97M-V/def2-TZVPD

Values from the calculation:
SMILES = NC(N)=O.NC(N)=O.NC(N)=O.NC(N)=O.NC(N)=O.NC(N)=O.O.O.O.O
Charge = 0
E_HOMO = -9.64 eV
Gap between HOMO and LUMO = 9.500 eV

Element x y z (Å)
H 5.236 2.061 -3.172
H -2.200 -5.661 -0.015
N -0.288 3.729 -4.025
H 6.615 -1.310 -4.470
C 3.078 -1.325 2.714
H 4.872 0.555 -2.320
N 0.939 4.543 -5.591
H 1.165 -2.349 -2.595
H -3.688 1.306 5.619
H 0.446 -0.899 -3.276
C 5.999 0.527 -3.999
N -3.789 0.790 7.700
H -3.659 -4.739 -0.361
H 1.615 4.374 -6.322
N -1.378 -4.284 1.487
H 1.276 5.082 -4.806
O 0.577 4.073 3.354
H 6.000 -0.980 -2.795
H -1.470 0.786 0.136
H -4.165 -0.508 -1.295
C -0.003 3.624 -5.298
C -2.410 -3.901 0.890
H -4.450 3.720 2.334
C -2.744 0.306 6.971
H 4.544 -2.677 2.343
N 2.390 -0.915 3.719
H -0.004 1.159 0.200
O 0.048 -3.939 -4.158
H 2.517 -1.230 4.670
H -4.888 -0.518 -2.625
H -2.387 0.339 5.039
H -1.035 -1.072 -4.748
N 3.798 -2.372 2.951
O -0.297 2.683 -6.039
H 3.740 -2.706 3.902
H -0.050 4.504 3.935
C -0.067 -2.715 -4.051
O -2.904 -2.830 1.061
O -1.829 -0.361 7.388
H -0.121 4.634 -3.611
H 0.036 3.640 2.695
H -5.631 3.366 3.213
N -0.839 -2.059 -4.836
H -1.353 -2.570 -5.539
O -4.389 0.051 -2.039
H -1.046 -3.545 2.089
N 0.528 -1.905 -3.241
N -2.816 -4.885 0.177
H 1.956 -0.006 3.649
H -0.747 2.963 -3.553
O -0.883 1.528 0.285
H -4.301 1.506 7.205
O 3.062 -0.767 1.632
N -2.999 0.590 5.801
O -4.747 3.733 3.244
H -0.963 -5.205 1.475
N 5.315 1.058 -3.076
N 6.142 -0.757 -3.770
H -3.793 0.623 8.696
O 6.440 1.139 -4.946

***

Which of them is the least stable? Correct choice: ii).

***

i) Molecular formula: C4H10NS
Method: DFT, wB97M-V/def2-TZVPD

Values from the calculation:
SMILES = CN[C@H](C)C[S-]
Charge = -1
E_HOMO = -2.25 eV
Gap between HOMO and LUMO = 6.042 eV

Element x y z (Å)
H -1.406 0.622 0.972
C -1.401 -0.547 -0.855
S -1.016 2.630 -1.152
H 0.778 1.896 0.279
C 1.665 -0.649 0.891
H -0.621 -1.081 -1.399
H 2.023 -1.672 0.901
N 0.190 -0.715 1.040
H 0.659 0.932 -1.181
H 1.831 -0.336 -0.139
H -0.057 -1.683 0.917
C -0.671 0.207 0.278
H 2.084 0.066 1.587
C 0.066 1.393 -0.382
H -2.094 -1.252 -0.406
H -2.029 0.189 -1.350

***

ii) Molecular formula: C4H10NS
Method: DFT, wB97M-V/def2-TZVPD

Values from the calculation:
SMILES = CNCCC[S-]
Charge = -1
E_HOMO = -2.29 eV
Gap between HOMO and LUMO = 6.503 eV

Element x y z (Å)
H -0.584 0.666 -1.485
C 1.564 -1.013 -0.396
H 1.508 -2.003 -0.855
H 2.516 -0.955 0.075
H -1.759 2.501 0.172
H 0.750 -0.261 1.451
C -0.905 1.802 0.217
H 0.401 -1.926 1.055
H -0.001 2.403 0.021
C -0.923 -0.591 0.049
H -1.687 -0.674 0.845
C 0.478 -0.916 0.607
N -1.088 0.668 -0.609
H -0.798 1.487 1.270
S 1.653 0.223 -1.770
H -1.124 -1.411 -0.648

***

Which of them is the least stable? Correct choice: i).

***

i) Molecular formula: H3N3
Method: DFT, wB97M-V/def2-TZVPD

Values from the calculation:
SMILES = N#N.N
Charge = 0
E_HOMO = -10.12 eV
Gap between HOMO and LUMO = 11.492 eV

Element x y z (Å)
H 0.544 0.359 -0.146
N -0.557 -2.348 0.664
H -0.942 1.090 -0.547
H 0.457 1.938 -0.628
N -0.041 1.249 -0.098
N 0.540 -2.289 0.755

***

ii) Molecular formula: H3N3
Method: DFT, wB97M-V/def2-TZVPD

Values from the calculation:
SMILES = N#N.N
Charge = 0
E_HOMO = -9.92 eV
Gap between HOMO and LUMO = 11.287 eV

Element x y z (Å)
N 2.067 -0.297 0.016
H -2.729 -0.774 0.517
H -2.560 0.877 0.369
H -1.367 -0.260 -0.266
N -2.356 -0.052 -0.106
N 1.239 0.371 0.001

***

Which of them is the least stable? Correct choice: ii).